# 1
A cluster of 8 separate species, H16O7S in total at a distorted geometry, computed with the ωB97M-V functional and the def2-TZVPD basis.

Summary:
E_tot = -25426.8952 eV
SMILES = O.O.O.O.O.O.O.S
Net charge = 0
Relative energy (zero: lowest compared OMol25 entry of this formula, charge and spin) = 190.3 kJ/mol
Gap between HOMO and LUMO = 0.3644 Ha
HOMO = -9.60 eV
E_LUMO = 0.32 eV

CARTESIAN COORDINATES (ANGSTROEM)
O (-1.326, -0.564, 0.968)
H (-0.862, -1.432, 0.699)
H (-2.204, -0.913, 1.038)
O (-2.351, -3.075, -1.075)
H (-3.248, -3.281, -1.367)
H (-2.021, -2.641, -1.875)
O (1.613, -1.226, 1.711)
H (2.242, -1.618, 2.340)
H (1.447, -1.888, 0.991)
O (6.230, 0.858, -4.250)
H (5.258, 0.854, -4.325)
H (6.308, 0.115, -3.528)
O (-0.895, -1.412, -2.676)
H (-0.213, -1.219, -1.984)
H (-1.112, -0.602, -3.119)
O (0.316, -3.514, 0.111)
H (0.450, -4.410, 0.403)
H (-0.602, -3.404, -0.115)
O (-0.268, 1.185, -1.257)
H (0.300, 1.974, -1.454)
H (-0.230, 0.598, -0.458)
S (-1.733, 4.529, 3.575)
H (-1.249, 3.270, 3.727)
H (-2.944, 4.068, 3.562)

***

# 2
A structure of composition C20H37MoN2O2P2 at a distorted geometry, computed with the ωB97M-V functional and the def2-TZVPD basis.

Summary:
E_tot = -48838.8042 eV
Net charge = +1
Relative energy (zero: lowest compared OMol25 entry of this formula, charge and spin) = 72.0 kJ/mol
Gap between HOMO and LUMO (spin up / spin down) = 0.2207 / 0.1761 Ha
<S²> = 2.05
HOMO (spin up / spin down) = -10.24 / -10.25 eV
E_LUMO (spin up / spin down) = -4.24 / -5.46 eV
2S+1 = 3

CARTESIAN COORDINATES (ANGSTROEM)
C (-2.655, 3.694, -1.968)
C (-2.130, 2.450, -1.580)
N (-1.338, 2.399, -0.441)
C (-1.137, 3.475, 0.318)
C (-1.644, 4.725, -0.056)
C (-2.402, 4.825, -1.213)
C (-2.282, 1.240, -2.343)
P (-1.792, -0.350, -1.659)
Mo (-0.458, 0.426, 0.188)
P (0.625, 1.786, 1.766)
C (-0.452, 3.283, 1.668)
O (0.239, 1.923, -3.655)
O (1.874, 2.894, -1.743)
H (-3.261, 3.726, -2.864)
H (-1.444, 5.577, 0.584)
H (-2.807, 5.775, -1.523)
C (-3.219, -1.340, -1.184)
C (-0.964, -1.306, -2.950)
H (0.129, 4.169, 1.951)
H (-1.226, 3.145, 2.443)
H (-0.635, 1.660, -3.278)
H (-3.002, 1.264, -3.176)
C (0.558, 1.219, 3.470)
C (2.296, 2.316, 1.449)
H (0.773, 0.114, -0.972)
H (2.686, 2.452, -2.054)
H (1.208, 2.655, -2.444)
H (0.009, 2.526, -4.375)
H (-1.850, 0.256, 1.244)
H (0.696, 1.205, -0.817)
H (-3.851, -1.546, -2.054)
H (-2.873, -2.291, -0.754)
H (-3.807, -0.814, -0.423)
H (-1.679, -1.570, -3.740)
H (-0.148, -0.721, -3.389)
H (-0.552, -2.227, -2.519)
H (2.611, 3.047, 2.205)
H (2.977, 1.452, 1.485)
H (2.346, 2.757, 0.442)
H (0.931, 1.979, 4.155)
H (-0.469, 0.947, 3.750)
H (1.165, 0.310, 3.574)
C (2.776, -4.622, -0.505)
N (1.827, -3.559, -0.738)
C (0.446, -4.013, -0.619)
C (2.112, -2.254, -0.069)
C (1.383, -2.132, 1.239)
C (1.726, -3.057, 2.246)
C (0.968, -3.174, 3.416)
C (-0.137, -2.358, 3.589)
C (-0.461, -1.409, 2.613)
C (0.335, -1.237, 1.465)
H (2.596, -5.100, 0.476)
H (3.808, -4.262, -0.535)
H (2.653, -5.402, -1.258)
H (0.291, -4.530, 0.344)
H (-0.280, -3.190, -0.663)
H (0.219, -4.730, -1.415)
H (3.200, -2.132, 0.081)
H (1.803, -1.443, -0.753)
H (2.556, -3.747, 2.114)
H (1.232, -3.910, 4.177)
H (-0.759, -2.449, 4.479)
H (-1.338, -0.796, 2.801)

***

# 3
The ion C10H13N2O with charge +1, computed with the ωB97M-V functional and the def2-TZVPD basis.

Summary:
E_tot = -15602.2413 eV
SMILES = C[C@]1(c2ccccc2O)N=CC[NH2+]1
Net charge = +1
Relative energy (zero: lowest compared OMol25 entry of this formula, charge and spin) = 101.9 kJ/mol
Gap between HOMO and LUMO = 0.3550 Ha
HOMO = -12.50 eV
E_LUMO = -2.84 eV

CARTESIAN COORDINATES (ANGSTROEM)
C (-0.127, 1.198, 1.953)
C (-0.442, 0.817, 0.514)
C (0.624, -0.104, -0.053)
C (1.758, 0.490, -0.602)
C (2.798, -0.274, -1.093)
C (2.724, -1.655, -1.036)
C (1.606, -2.260, -0.495)
C (0.556, -1.497, -0.005)
O (-0.565, -2.116, 0.519)
N (-0.580, 1.955, -0.318)
C (-1.673, 1.982, -0.927)
C (-2.590, 0.815, -0.626)
N (-1.866, 0.147, 0.472)
H (-0.869, 1.891, 2.344)
H (0.841, 1.691, 1.981)
H (-0.077, 0.309, 2.578)
H (1.805, 1.567, -0.639)
H (3.665, 0.208, -1.515)
H (3.531, -2.263, -1.411)
H (1.540, -3.338, -0.447)
H (-0.434, -3.073, 0.516)
H (-1.927, 2.767, -1.617)
H (-3.587, 1.140, -0.331)
H (-2.670, 0.169, -1.503)
H (-2.318, 0.310, 1.374)
H (-1.724, -0.876, 0.368)

***

# 4
A cluster of 3 separate species, C4H10O3 in total at a distorted geometry, computed with the ωB97M-V functional and the def2-TZVPD basis.

Summary:
E_tot = -10451.2998 eV
SMILES = C=C/C=C/O.O.O
Net charge = 0
Relative energy (zero: lowest compared OMol25 entry of this formula, charge and spin) = 187.6 kJ/mol
Gap between HOMO and LUMO = 0.3295 Ha
HOMO = -8.31 eV
E_LUMO = 0.66 eV

CARTESIAN COORDINATES (ANGSTROEM)
C (2.711, -0.319, -0.176)
C (1.906, 0.183, -1.115)
C (0.644, 0.901, -0.936)
C (0.034, 1.123, 0.239)
O (-1.144, 1.737, 0.435)
H (3.715, -0.687, -0.323)
H (2.404, -0.236, 0.863)
H (2.153, 0.055, -2.163)
H (0.305, 1.396, -1.839)
H (0.521, 0.831, 1.168)
H (-1.720, 1.144, 0.942)
O (-2.179, -0.468, 1.373)
H (-1.890, -1.171, 0.783)
H (-2.421, -0.964, 2.166)
O (-0.901, -2.202, -0.358)
H (-0.160, -1.581, -0.432)
H (-0.704, -2.866, -1.000)

***

# 5
A structure of composition C32H31Br2MoN5O7Se, computed with the ωB97M-V functional and the def2-TZVPD basis.

Summary:
E_tot = -262757.8531 eV
Net charge = 0
Relative energy (zero: lowest compared OMol25 entry of this formula, charge and spin) = 0.0 kJ/mol
Gap between HOMO and LUMO (spin up / spin down) = 0.2606 / 0.2507 Ha
<S²> = 2.02
HOMO (spin up / spin down) = -8.13 / -8.29 eV
E_LUMO (spin up / spin down) = -1.04 / -1.47 eV
2S+1 = 3

CARTESIAN COORDINATES (ANGSTROEM)
Mo (0.722, 0.275, 0.495)
C (-1.633, 2.215, 1.593)
N (-0.979, 0.888, 1.669)
C (-1.348, 0.122, 2.645)
C (-0.698, -1.122, 2.782)
C (-0.814, -2.207, 3.643)
C (0.128, -3.144, 3.202)
C (0.770, -2.584, 2.094)
N (0.268, -1.364, 1.831)
C (-1.231, 3.153, 2.711)
C (-2.077, 4.213, 3.027)
C (-1.734, 5.126, 4.013)
C (-0.536, 4.986, 4.703)
C (0.310, 3.930, 4.395)
C (-0.033, 3.016, 3.404)
H (-2.714, 2.069, 1.622)
H (-1.391, 2.684, 0.646)
H (-2.121, 0.449, 3.336)
H (-1.487, -2.285, 4.486)
H (0.333, -4.117, 3.625)
H (1.566, -3.001, 1.498)
H (-3.011, 4.329, 2.484)
H (-2.402, 5.947, 4.244)
H (-0.262, 5.699, 5.472)
H (1.251, 3.818, 4.920)
H (0.649, 2.210, 3.165)
Br (0.068, -4.825, -3.942)
C (0.244, -3.460, -2.671)
C (-0.629, -3.381, -1.616)
C (-0.452, -2.357, -0.703)
N (0.523, -1.453, -0.802)
C (1.354, -1.531, -1.847)
C (1.255, -2.523, -2.796)
C (2.428, -0.506, -1.876)
C (3.351, -0.390, -2.887)
C (4.359, 0.553, -2.748)
Br (5.631, 0.761, -4.113)
C (4.424, 1.327, -1.614)
C (3.433, 1.170, -0.666)
N (2.442, 0.287, -0.805)
H (-1.440, -4.086, -1.490)
H (-1.120, -2.249, 0.133)
H (1.958, -2.573, -3.614)
H (3.298, -1.011, -3.769)
H (5.192, 2.072, -1.474)
H (3.407, 1.787, 0.220)
O (-0.407, 0.874, -1.466)
C (-1.717, 1.452, -1.705)
C (-2.299, 0.942, -3.000)
C (-2.539, -0.562, -3.088)
C (-3.563, -1.075, -2.109)
C (-4.789, -1.559, -2.565)
C (-5.731, -2.008, -1.656)
C (-5.430, -1.960, -0.304)
C (-4.190, -1.464, 0.066)
N (-3.274, -1.030, -0.804)
H (0.263, 1.540, -1.830)
H (-1.585, 2.531, -1.763)
H (-2.358, 1.225, -0.856)
H (-1.617, 1.237, -3.803)
H (-3.249, 1.458, -3.175)
H (-1.587, -1.083, -2.949)
H (-2.897, -0.794, -4.091)
H (-4.997, -1.580, -3.629)
H (-6.685, -2.393, -1.997)
H (-6.133, -2.298, 0.445)
H (-3.910, -1.414, 1.115)
C (4.003, -0.259, 3.305)
C (3.168, -0.449, 2.067)
O (2.163, 0.400, 1.992)
O (3.429, -1.311, 1.241)
H (4.111, 0.799, 3.547)
H (4.974, -0.729, 3.170)
H (3.486, -0.741, 4.140)
O (1.289, 2.695, -2.115)
Se (1.138, 3.511, -0.683)
O (2.481, 4.274, -0.219)
O (0.953, 2.175, 0.445)
O (-0.277, 4.289, -0.577)

***

# 6
An isolated molecule of C9H11ClN2 at a distorted geometry, computed with the ωB97M-V functional and the def2-TZVPD basis.

Summary:
E_tot = -25012.4942 eV
SMILES = Clc1ccc([C@H]2CCNC2)cn1
Net charge = 0
Relative energy (zero: lowest compared OMol25 entry of this formula, charge and spin) = 88.8 kJ/mol
Gap between HOMO and LUMO = 0.3567 Ha
HOMO = -9.06 eV
E_LUMO = 0.65 eV

CARTESIAN COORDINATES (ANGSTROEM)
Cl (-3.358, -1.326, -3.805)
C (-2.110, -1.113, -2.543)
C (-1.461, -2.170, -1.980)
C (-0.471, -1.952, -0.922)
C (-0.187, -0.675, -0.569)
C (0.717, -0.260, 0.554)
C (1.727, 0.968, 0.261)
C (1.447, 1.944, 1.508)
N (0.709, 1.214, 2.431)
C (-0.204, 0.366, 1.677)
C (-0.955, 0.338, -1.148)
N (-1.844, 0.157, -2.115)
H (-1.734, -3.131, -2.352)
H (0.137, -2.911, -0.660)
H (1.095, -1.259, 0.907)
H (1.587, 1.583, -0.660)
H (2.745, 0.529, 0.409)
H (2.403, 2.424, 1.985)
H (0.784, 2.795, 1.189)
H (1.385, 0.564, 2.751)
H (-1.096, 0.885, 1.331)
H (-0.440, -0.311, 2.436)
H (-0.875, 1.340, -0.683)

***

# 7
A cluster of 11 separate species, C11H44N14O11 in total at a distorted geometry, computed with the ωB97M-V functional and the def2-TZVPD basis.

Summary:
E_tot = -55511.2378 eV
SMILES = NC(N)=O.NC(N)=O.NC(N)=O.NC(N)=O.NC(N)=O.NC(N)=O.NC(N)=O.CO.CO.CO.CO
Net charge = 0
Relative energy (zero: lowest compared OMol25 entry of this formula, charge and spin) = 0.0 kJ/mol
Gap between HOMO and LUMO = 0.3380 Ha
HOMO = -8.90 eV
E_LUMO = 0.30 eV

CARTESIAN COORDINATES (ANGSTROEM)
N (-9.438, 21.094, -13.566)
C (-10.007, 22.308, -13.305)
N (-9.121, 23.311, -13.039)
O (-11.231, 22.480, -13.278)
H (-10.035, 20.326, -13.858)
H (-8.504, 20.937, -13.239)
H (-9.364, 24.281, -13.096)
H (-8.143, 23.095, -13.092)
N (-19.232, 24.205, -14.922)
C (-18.500, 23.276, -15.607)
N (-17.179, 23.582, -15.749)
O (-18.948, 22.175, -15.932)
H (-20.159, 23.961, -14.634)
H (-18.804, 25.090, -14.728)
H (-16.861, 24.516, -15.508)
H (-16.595, 22.882, -16.168)
N (-15.408, 27.074, -13.307)
C (-15.187, 25.930, -14.059)
N (-14.778, 24.870, -13.320)
O (-15.470, 25.886, -15.259)
H (-15.887, 27.855, -13.709)
H (-15.455, 26.897, -12.321)
H (-14.706, 24.873, -12.319)
H (-14.723, 23.939, -13.700)
N (-13.565, 17.288, -10.217)
C (-12.738, 18.093, -10.929)
N (-13.177, 19.367, -11.139)
O (-11.645, 17.704, -11.378)
H (-13.401, 16.306, -10.111)
H (-14.449, 17.630, -9.879)
H (-13.991, 19.728, -10.681)
H (-12.553, 20.055, -11.523)
N (-9.931, 17.287, -13.740)
C (-10.364, 18.115, -14.737)
N (-11.366, 18.958, -14.317)
O (-9.852, 18.171, -15.854)
H (-10.368, 17.427, -12.843)
H (-9.239, 16.594, -13.939)
H (-11.771, 19.599, -14.988)
H (-11.912, 18.755, -13.495)
N (-16.082, 17.909, -12.290)
C (-16.630, 16.914, -11.526)
N (-16.925, 15.810, -12.315)
O (-16.937, 17.001, -10.347)
H (-15.886, 18.830, -11.935)
H (-16.132, 17.809, -13.286)
H (-16.434, 15.690, -13.179)
H (-17.571, 15.121, -11.986)
N (-11.511, 22.312, -17.367)
C (-11.967, 21.029, -17.390)
N (-11.714, 20.286, -18.517)
O (-12.613, 20.523, -16.460)
H (-11.239, 22.744, -18.228)
H (-11.798, 22.827, -16.553)
H (-10.854, 20.399, -19.023)
H (-12.094, 19.362, -18.394)
C (-17.462, 21.320, -10.498)
O (-16.207, 20.721, -10.771)
H (-17.405, 22.056, -9.687)
H (-17.893, 21.844, -11.346)
H (-18.166, 20.554, -10.159)
H (-15.871, 20.324, -9.963)
C (-14.889, 21.407, -13.347)
O (-14.113, 22.137, -14.308)
H (-14.304, 21.243, -12.445)
H (-15.737, 22.055, -13.140)
H (-15.192, 20.422, -13.713)
H (-13.370, 21.589, -14.592)
C (-19.115, 19.298, -14.444)
O (-18.702, 19.530, -15.779)
H (-19.238, 18.232, -14.264)
H (-18.238, 19.559, -13.838)
H (-19.937, 19.947, -14.138)
H (-18.750, 20.500, -15.936)
C (-12.138, 23.778, -10.558)
O (-12.607, 22.495, -10.952)
H (-12.454, 23.997, -9.537)
H (-11.043, 23.801, -10.576)
H (-12.560, 24.548, -11.215)
H (-12.439, 22.453, -11.913)

***

# 8
An isolated molecule of C3H2FNO at a distorted geometry, computed with the ωB97M-V functional and the def2-TZVPD basis.

Summary:
E_tot = -9394.1848 eV
SMILES = Fc1cnoc1
Net charge = 0
Relative energy (zero: lowest compared OMol25 entry of this formula, charge and spin) = 320.7 kJ/mol
Gap between HOMO and LUMO = 0.3536 Ha
HOMO = -8.94 eV
E_LUMO = 0.68 eV

CARTESIAN COORDINATES (ANGSTROEM)
F (2.167, 0.078, -0.027)
C (0.865, -0.094, -0.026)
C (0.017, -1.157, -0.025)
N (-1.278, -0.837, -0.032)
O (-1.428, 0.489, -0.029)
C (-0.332, 1.174, -0.033)
H (0.263, -2.201, 0.013)
H (-0.243, 2.232, 0.000)